# 1
{"formula": "C41H49F9N14O7S3", "method": "wB97M-V/def2-TZVPD", "lumo_energy_ev": -0.27, "relative_energy_ev": 0.000, "gap_ev": 8.36, "max_force_ev_per_a": 1.6, "elements": ["H", "H", "H", "S", "H", "H", "O", "C", "C", "F", "H", "H", "C", "C", "F", "H", "H", "H", "C", "H", "H", "O", "C", "C", "F", "N", "N", "F", "H", "C", "H", "H", "H", "N", "H", "C", "C", "F", "C", "H", "C", "N", "H", "H", "C", "H", "C", "H", "C", "H", "F", "O", "H", "C", "C", "H", "H", "O", "H", "N", "N", "S", "F", "N", "H", "S", "H", "C", "N", "H", "O", "C", "H", "H", "C", "C", "F", "H", "H", "H", "C", "C", "C", "H", "H", "H", "C", "C", "C", "C", "H", "H", "N", "C", "C", "C", "N", "H", "N", "H", "C", "C", "H", "N", "H", "H", "H", "C", "C", "C", "C", "O", "C", "H", "N", "F", "O", "C", "N", "H", "H", "C", "C"], "coordinates": [[-0.7412, 8.0589, 1.7560], [-4.1966, -2.8451, 2.0526], [-1.8306, 3.2727, 2.2419], [3.9888, 2.1809, 2.3698], [-1.7367, 4.6485, 6.7852], [1.4248, 1.9113, 3.5084], [1.3989, -0.3085, -0.9531], [3.2338, 8.0424, 4.2313], [-0.9661, -5.4340, -1.4937], [9.5090, 4.2516, 2.6556], [-0.6526, 6.0397, 6.5961], [-1.6450, -7.0252, -8.4426], [-1.6946, 5.7281, 6.6517], [-7.0341, -4.8901, -4.5914], [5.7292, 3.9765, -0.1204], [-5.2195, 6.7065, -3.0155], [0.0376, -4.8153, -3.2246], [-3.5911, 6.1404, -2.5980], [9.1732, -1.5249, 0.1784], [5.2017, 3.0532, 6.7743], [8.0738, -1.1511, 1.9228], [2.9439, 3.2829, 0.0543], [-0.8064, -3.2026, 2.2689], [6.1255, 3.8124, 1.1519], [5.5446, 4.7512, 1.9132], [10.1176, -1.9102, -0.3454], [-0.0957, -7.7138, -10.8404], [8.3225, 2.9445, 0.7962], [-1.3258, -10.5994, -11.0376], [-0.9960, 7.0111, 1.8620], [-0.5199, -3.5026, -2.1690], [-11.6872, -7.0950, -4.1077], [1.2719, -3.4334, 2.3141], [-7.0162, -1.7197, 1.2158], [4.4333, 6.4574, 3.5891], [-6.2080, -2.4222, 1.6268], [-2.5274, 5.1848, 1.5942], [5.7609, 1.5727, 0.5173], [3.1200, 3.0296, 6.5709], [-2.9548, 7.1977, 1.0135], [1.2065, 1.9882, 1.4177], [2.1894, 3.0299, 5.9017], [-6.8647, -3.9340, -5.0826], [-5.1811, -4.2483, 1.5979], [-2.3854, 6.1040, 5.4241], [-3.4865, 4.7897, 1.2834], [4.4729, 7.5443, 3.6469], [-0.2412, 1.9700, 2.9725], [-0.7375, -7.1031, -7.8490], [0.5832, 3.9412, 4.2433], [7.9329, 5.0163, 0.3025], [3.0730, 1.1062, 0.2412], [-11.4340, -8.3605, -2.8952], [-0.7717, -4.4795, -2.5791], [7.9727, -1.0349, 0.8452], [-12.2328, -8.7541, -4.4298], [-3.5704, -8.7076, -3.7069], [1.1162, 0.5496, 1.4030], [0.8995, 6.5249, 2.7438], [-3.4952, -5.8259, -4.9655], [-1.0883, -8.8037, -5.9059], [2.0358, -0.1216, 0.2973], [6.5129, 1.8905, 2.5196], [-9.1591, -4.7802, -3.0897], [-4.3346, -7.6240, -2.5264], [0.1430, 2.4836, 0.0059], [-7.1716, -5.6618, -5.3467], [-0.0612, 6.1429, 2.4094], [-5.0864, 6.5599, 0.1301], [-6.1610, -5.1363, -3.9912], [2.6850, -1.2390, 0.8800], [-4.3687, 6.8622, -2.3550], [-1.6833, -4.3967, -3.1694], [1.7104, 4.3590, 2.9862], [2.7176, 2.2422, 0.9861], [0.4256, -3.7270, 1.6957], [8.0850, 5.8675, 2.6518], [4.3368, 2.1299, 8.0175], [4.3127, 3.9029, 8.0535], [0.3491, -10.7322, -11.6065], [-1.5828, 4.3234, 2.1338], [-8.2190, -4.8143, -3.7463], [5.6923, 2.3740, 1.5830], [-2.1660, 6.2110, 7.5056], [0.1473, 3.8129, 0.1936], [7.1037, -1.5971, 0.5082], [4.3145, 3.0290, 7.4048], [0.7376, 3.8978, 3.1624], [-0.2957, -10.3111, -10.8377], [-3.4917, -7.7454, -3.2047], [-3.9802, 7.8677, -2.5049], [4.6026, 7.9461, 2.6438], [2.7768, 5.6023, 0.8569], [-5.1758, -3.3097, 2.1494], [-4.7807, 6.6931, -0.9672], [-3.4953, -6.6732, -4.1906], [-2.8996, 6.3994, 4.4426], [5.3190, 7.8402, 4.2649], [2.2609, 8.4343, 4.6956], [-0.4935, -6.1219, -7.4453], [-0.9357, -8.0496, -6.7584], [8.2198, 4.5522, 2.5690], [0.5672, -3.3217, 0.6955], [-9.1440, -8.6959, -5.0244], [-5.3618, -3.5150, 3.2017], [0.3785, -4.8130, 1.6369], [7.8268, 0.0176, 0.6129], [-11.4584, -8.1489, -3.9622], [-0.3317, 4.7834, 2.5400], [7.6723, 4.0432, 1.1939], [-10.1645, -8.4588, -4.5573], [3.9675, 0.8172, 2.7988], [0.7442, 2.4097, 2.8072], [-2.5672, -7.7182, -2.6307], [-1.7761, -2.7896, 2.7215], [7.5854, 3.9882, 3.5947], [3.7889, 3.1951, 3.3538], [-2.2280, 6.5271, 1.4490], [-1.1195, -6.1862, -0.6398], [0.0014, -10.7041, -9.8668], [0.0745, -7.4376, -8.4840], [2.8562, 4.5081, 0.5095], [-0.1813, -8.8579, -10.8391]], "forces_ev_per_a": [[-0.100, -0.014, 0.033], [0.011, -0.017, 0.046], [-0.032, 0.045, -0.038], [-0.529, -0.519, 1.375], [0.006, 0.000, 0.006], [-0.122, 0.005, 0.017], [-0.099, 0.611, 0.051], [0.031, 0.015, -0.030], [-0.008, -0.006, -0.005], [0.113, -0.032, -0.024], [0.001, 0.005, -0.007], [0.017, 0.000, -0.036], [0.003, -0.008, 0.004], [0.014, 0.016, -0.003], [-0.098, 0.056, 0.109], [0.007, 0.001, -0.008], [0.000, -0.004, 0.001], [0.000, 0.002, -0.002], [-0.028, -0.002, 0.019], [-0.001, 0.000, 0.000], [-0.012, 0.003, 0.001], [0.164, 0.592, 0.741], [0.008, -0.047, -0.013], [0.302, -0.254, -0.076], [0.001, -0.007, -0.001], [0.046, -0.010, -0.025], [0.026, -0.035, -0.104], [-0.063, -0.233, 0.172], [0.001, -0.005, 0.000], [0.149, -0.189, 0.015], [0.000, 0.006, -0.016], [0.023, 0.008, 0.020], [0.013, 0.022, -0.028], [-0.035, 0.035, -0.026], [0.003, -0.002, -0.027], [0.022, -0.022, 0.018], [0.165, -0.267, -0.056], [-0.035, -0.026, -0.057], [0.041, 0.003, -0.004], [0.004, -0.024, 0.130], [-0.517, 0.473, -0.212], [-0.100, -0.064, 0.105], [0.017, -0.003, 0.001], [-0.002, -0.004, 0.007], [0.122, -0.010, -0.025], [-0.013, 0.144, 0.047], [0.006, -0.077, 0.001], [0.066, -0.021, -0.190], [-0.022, 0.078, 0.249], [0.210, -0.129, -0.044], [0.049, -0.009, 0.003], [0.037, 0.444, -0.345], [0.003, 0.013, 0.003], [-0.015, 0.036, -0.013], [0.003, -0.009, 0.006], [-0.005, 0.003, 0.007], [0.029, 0.015, -0.036], [0.163, -0.007, -0.165], [-0.077, -0.002, -0.075], [0.014, 0.089, 0.022], [-0.018, 0.030, 0.005], [0.134, -1.137, 0.516], [-0.066, 0.066, 0.226], [-0.055, -0.010, 0.010], [0.004, 0.003, 0.005], [-0.071, -0.015, -0.117], [0.005, -0.013, 0.011], [0.115, 0.062, 0.000], [-0.189, -0.004, -0.088], [0.021, 0.014, -0.025], [-0.025, 0.269, 0.076], [-0.007, -0.002, -0.010], [0.004, -0.014, -0.008], [-0.008, -0.109, 0.051], [0.219, -1.231, -0.757], [0.063, -0.021, 0.020], [-0.157, 0.112, 0.052], [0.007, 0.003, 0.003], [0.007, -0.003, 0.003], [-0.001, -0.006, 0.003], [0.046, -0.137, 0.207], [-0.043, -0.092, -0.027], [-0.010, 0.160, -0.377], [0.008, -0.006, 0.008], [0.043, 0.005, 0.251], [-0.009, 0.011, 0.007], [0.009, 0.002, 0.006], [-0.553, 0.293, -0.073], [0.003, -0.008, 0.016], [-0.014, -0.076, 0.025], [0.001, -0.002, -0.004], [-0.025, -0.013, -0.007], [0.126, -0.161, -0.089], [0.007, 0.015, -0.036], [-0.023, -0.008, -0.029], [0.046, -0.054, -0.016], [-0.185, 0.062, 0.202], [-0.002, 0.007, -0.005], [-0.054, -0.014, 0.037], [-0.036, 0.000, 0.016], [-0.048, -0.027, 0.078], [0.213, -0.211, -0.083], [0.030, -0.008, 0.000], [0.051, -0.001, -0.025], [0.010, 0.000, 0.003], [-0.051, 0.006, -0.027], [0.001, 0.000, -0.004], [-0.019, 0.007, -0.008], [0.004, 0.008, -0.164], [-0.126, 0.582, -0.222], [0.019, 0.054, 0.023], [0.087, 0.037, -0.401], [0.504, 0.095, 0.214], [-0.002, 0.001, 0.006], [-0.051, 0.044, -0.003], [-0.082, -0.015, 0.093], [0.271, 0.508, -0.598], [0.092, 0.295, -0.222], [0.001, 0.032, -0.005], [-0.005, -0.005, -0.003], [0.019, 0.036, -0.040], [-0.204, -0.047, -0.115], [-0.008, -0.031, -0.102]]}

---

# 2
{"formula": "C35H52AsOP3PbSe", "method": "wB97M-V/def2-TZVPD", "lumo_energy_ev": [-14.15, -14.50], "relative_energy_ev": 1.466, "gap_ev": [3.24, 2.89], "charge": 4, "max_force_ev_per_a": 2.8, "elements": ["H", "H", "H", "H", "H", "C", "C", "H", "H", "H", "C", "H", "H", "H", "H", "C", "As", "H", "P", "H", "H", "H", "C", "C", "C", "C", "H", "C", "C", "H", "H", "H", "H", "H", "H", "P", "H", "H", "C", "H", "H", "C", "C", "H", "H", "C", "H", "H", "H", "H", "P", "H", "C", "H", "C", "C", "C", "H", "C", "H", "C", "H", "C", "C", "C", "Se", "C", "H", "H", "H", "C", "H", "H", "C", "C", "C", "O", "H", "C", "C", "C", "H", "H", "H", "C", "C", "H", "Pb", "H", "C", "H", "H", "C", "H"], "coordinates": [[2.7911, 1.9464, 5.6692], [4.3434, -1.2556, 0.2266], [1.2742, -3.8441, -1.2723], [2.8026, -3.1004, -0.7472], [-1.2523, 3.9699, -3.8492], [-1.4185, -2.9717, -3.0086], [-2.5889, -1.7074, 4.0035], [-1.3466, -2.3225, 1.4429], [-3.5534, -0.3379, -0.9417], [-4.8139, 2.9602, 5.2830], [2.5246, -1.1585, -6.8748], [-1.9985, 5.4225, 3.1195], [1.0613, 2.2459, -5.8450], [2.7886, -1.7499, 1.7437], [-2.6203, -0.4889, -4.3891], [4.4618, -0.3201, -0.3456], [-1.1594, 0.5316, 2.6943], [-3.7463, 0.0227, 1.3566], [0.8260, -2.0623, 0.2778], [2.5140, 2.8829, -1.2594], [-4.0864, -1.6319, -2.0211], [4.6271, -0.6046, -1.3997], [-1.8661, -0.1325, -3.6756], [-3.2673, 1.9043, 4.2258], [2.0922, -0.2416, -7.8507], [0.3862, -0.9108, 4.7309], [3.3758, 1.7779, -2.3543], [2.9415, 1.6010, 1.4716], [2.1366, 1.1242, 5.3546], [-0.9262, 0.0407, -4.2260], [2.1768, -2.7543, -4.2114], [1.2283, 4.3980, -5.7104], [-0.5367, 4.5209, -6.1343], [-3.4296, -3.5005, 4.8321], [2.0854, -0.5606, -8.8847], [-1.6230, -1.2773, -2.2524], [5.3757, 0.2032, -0.0203], [-0.5106, -3.0748, -3.6205], [1.7409, 1.0721, -7.5143], [-0.3021, -1.7200, 4.5720], [0.5129, 3.6669, -3.2720], [2.1780, 0.5088, -5.1873], [2.4134, -0.1812, 5.7886], [-3.5378, 0.9194, 4.5929], [-2.1991, 0.8455, -3.2971], [-4.5115, -1.9018, 2.0191], [1.5552, -2.8036, 2.4538], [-0.8469, 3.3626, 2.2802], [-0.2308, -3.6690, 1.7272], [2.3592, 1.0293, 2.2134], [2.9375, 0.7360, -0.1819], [-1.3505, -3.7280, -2.2132], [0.2159, 0.3236, 4.0921], [3.2849, -0.3906, 6.4125], [1.0221, 1.3804, 4.5422], [-2.3822, 4.4402, 3.3785], [-3.2637, -1.3219, -1.3577], [-1.9446, -1.5882, 4.8700], [-0.1859, 3.8793, -4.0945], [-5.0699, -3.7803, 2.9414], [-4.3986, -2.9222, 2.9695], [1.9544, -4.2415, 0.3266], [1.6399, 1.3684, -6.1472], [1.7165, -1.8909, 1.8703], [-2.1908, 2.0396, 3.3440], [3.3658, -1.8653, -4.1170], [1.4836, -1.1888, 5.5436], [-2.2652, -3.2129, -3.6657], [0.7929, 2.3971, 4.2309], [-3.2335, -2.0161, -0.5074], [-3.4768, -2.7817, 4.0117], [2.4643, 2.5982, 1.3965], [1.5829, -2.1877, 5.9758], [-3.5467, 4.3124, 4.1403], [2.6610, -0.7639, -5.5333], [0.1966, 4.2506, -5.3487], [-0.7013, 0.7484, 1.0213], [-4.0508, 5.2012, 4.5233], [-1.7213, 3.2902, 2.9334], [-3.9569, 3.0598, 4.6103], [3.3156, 2.1318, -1.3163], [-1.1085, -3.5709, 0.1968], [-5.2794, -1.9533, 1.2416], [1.5470, 1.8767, -8.2361], [-0.6090, -2.9790, 0.9652], [1.8182, -3.4436, -0.4127], [2.1401, 0.7836, -4.1293], [0.1965, 0.8058, -1.2937], [3.9622, 1.7444, 1.8805], [-2.5478, -0.8006, 2.9278], [2.8366, -2.1647, -7.1600], [1.3137, -1.0558, 2.4452], [-3.6277, -0.8079, 2.0406], [4.2621, 2.6150, -1.0314]], "forces_ev_per_a": [[-0.377, -0.329, -0.176], [0.179, 0.443, -0.131], [0.193, -0.169, 0.010], [-0.137, -0.035, 0.066], [0.455, -0.340, -0.002], [0.366, 0.129, 0.333], [0.298, -0.259, 0.014], [0.159, -0.063, -0.164], [0.457, -0.336, -0.324], [0.334, 0.149, -0.269], [-0.152, -0.016, -1.872], [-0.146, -0.118, -0.014], [0.441, -0.201, 0.071], [0.003, 0.045, -0.059], [0.119, -0.040, 0.226], [-0.393, -0.512, -0.075], [-1.568, 1.049, 1.363], [-0.017, -0.107, -0.228], [0.599, -1.920, 1.919], [0.248, -0.074, 0.037], [0.465, -0.015, -0.105], [-0.306, 0.215, 0.360], [0.022, 0.156, -0.026], [0.177, 0.225, -0.329], [0.459, -0.840, 0.097], [0.471, -0.530, -0.444], [0.148, 0.096, 0.216], [-0.296, -0.310, 0.239], [-0.122, -0.090, 0.011], [-0.216, -0.200, 0.165], [0.581, -0.177, -0.166], [-0.362, -0.285, 0.627], [0.238, -0.187, 0.814], [-0.149, 0.249, -0.253], [0.031, 0.019, -0.019], [-1.160, -0.441, -0.555], [-0.507, 0.048, 0.128], [-0.176, 0.331, 0.227], [0.197, -0.623, -0.560], [0.237, -0.137, -0.342], [-0.134, 0.189, -0.480], [-0.269, 1.063, 0.048], [-0.213, 0.238, 0.342], [-0.209, 0.217, 0.002], [-0.033, -0.216, -0.071], [0.170, 0.301, 0.054], [-0.003, 0.079, -0.252], [-0.274, 0.073, 0.185], [0.120, 0.120, -0.203], [0.283, 0.152, -0.290], [1.220, 1.037, 0.324], [-0.172, 0.236, -0.204], [0.204, -0.416, 0.287], [-0.218, 0.158, -0.256], [0.302, 0.124, -0.570], [-0.128, -0.315, -0.259], [0.170, 0.246, 0.107], [-0.271, -0.072, -0.339], [0.154, 0.840, -1.569], [0.172, 0.232, -0.021], [0.025, 0.222, 0.031], [-0.187, 0.279, 0.070], [0.091, -0.243, 1.825], [0.137, 1.010, -0.075], [0.838, 0.551, -0.795], [-0.863, 0.263, -0.668], [-0.142, 0.334, -0.040], [-0.001, 0.231, 0.305], [0.185, -0.070, -0.003], [0.195, 0.102, -0.277], [-0.149, 0.222, -0.194], [0.204, -0.536, -0.238], [0.043, 0.402, -0.090], [0.444, -0.053, 0.779], [-0.317, 0.755, 1.276], [-0.416, 0.037, 0.720], [0.518, -0.488, 0.122], [0.055, -0.223, -0.343], [-0.407, 0.363, 0.271], [0.068, -0.356, -0.165], [-0.210, -0.019, -0.137], [-0.038, 0.061, -0.014], [0.124, 0.083, 0.423], [0.028, -0.627, 0.046], [-0.741, 0.302, -0.528], [-0.167, 0.404, -1.064], [0.047, 0.045, -0.420], [-0.571, -0.592, 2.251], [-0.383, -0.203, -0.483], [-0.224, -0.645, 0.345], [-0.103, 0.301, -0.122], [0.173, -0.120, -0.013], [0.317, -0.707, -0.337], [-0.236, -0.170, -0.103]]}